Model i:
The following is a DFT calculation (ωB97M-V/def2-TZVPD) of a cluster of 3 separate species, C3H11O3 in total.

The geometry in XYZ format:
```
17
C3H11O3 | the OMol25 dataset | ωB97M-V/def2-TZVPD
C 0.253 0.142 -0.778
O 0.062 -0.428 0.442
C -0.566 1.513 -0.949
C -0.158 2.324 -2.142
H 1.353 0.379 -1.021
H -0.003 -0.523 -1.598
H -1.638 1.401 -0.816
H -0.471 2.063 -0.002
H -0.902 3.157 -2.346
H 0.902 2.567 -1.812
H -0.106 1.686 -2.961
H 0.305 0.045 2.980
H 0.933 -0.537 1.828
O 1.184 -0.344 2.762
H -0.383 -1.925 0.489
H -0.136 -3.358 0.634
O -0.874 -2.832 0.275
```

Calculated values
**Kohn-Sham gap**: 8.0 eV
**Total charge**: -1


Model ii:
The following is a DFT calculation (ωB97M-V/def2-TZVPD) of a cluster of 3 separate species, C3H11O3 in total.

The geometry in XYZ format:
```
17
C3H11O3 | the OMol25 dataset | ωB97M-V/def2-TZVPD
C -0.774 0.622 0.328
O -1.253 -0.036 -0.757
C 0.782 0.632 0.704
C 1.780 1.641 0.025
H -1.029 1.813 0.213
H -1.172 0.226 1.378
H 0.880 0.904 1.820
H 1.164 -0.411 0.531
H 2.618 1.251 -0.537
H 1.324 2.409 -0.639
H 2.368 2.313 0.754
H -2.725 -1.543 0.627
H -2.062 -1.127 -0.638
O -2.610 -1.922 -0.207
H 0.228 -1.771 -0.625
H -0.183 -2.696 -1.566
O 0.664 -2.305 -1.410
```

Calculated values
**Kohn-Sham gap**: 8.0 eV
**Total charge**: -1


Relative energies with respect to the most stable structure, expressed in eV: model i 0.000; model ii 0.805.


Model i:
The following is a DFT calculation (ωB97M-V/def2-TZVPD) of a structure of composition C37H45N3O2P2Sr.

The geometry in XYZ format:
```
90
C37H45N3O2P2Sr | the OMol25 dataset | ωB97M-V/def2-TZVPD
Sr -0.200 0.203 0.308
C -4.095 -0.286 -2.968
C -2.686 0.238 -2.930
C -2.425 1.580 -2.685
C -1.125 2.071 -2.713
C -0.064 1.223 -3.000
C -0.311 -0.127 -3.227
C -1.609 -0.613 -3.178
H -4.441 -0.364 -4.001
H -4.779 0.373 -2.435
H -4.157 -1.279 -2.523
H -3.249 2.251 -2.468
H -0.943 3.124 -2.530
H 0.949 1.594 -3.044
H 0.511 -0.799 -3.431
H -1.792 -1.668 -3.346
C -0.720 3.203 3.189
P -0.592 3.177 1.356
C -2.132 4.052 0.901
C 0.722 4.448 1.134
C 0.563 5.735 1.652
C 1.561 6.685 1.536
C 2.750 6.355 0.900
C 2.920 5.084 0.381
C 1.918 4.117 0.480
P 2.176 2.440 -0.256
C 3.683 1.883 0.632
C 2.913 2.861 -1.879
H -0.952 4.198 3.570
H 0.227 2.871 3.616
H -1.496 2.498 3.489
H -2.289 4.965 1.477
H -2.958 3.366 1.084
H -2.113 4.291 -0.162
H -0.357 5.999 2.160
H 1.416 7.677 1.944
H 3.541 7.088 0.806
H 3.854 4.845 -0.114
H 4.481 2.626 0.593
H 4.025 0.965 0.152
H 3.445 1.674 1.676
H 3.810 3.471 -1.781
H 2.184 3.397 -2.489
H 3.178 1.919 -2.365
N -2.143 0.357 1.973
C -2.689 0.492 0.804
H -2.777 0.314 2.775
C -4.995 2.045 2.554
C -5.188 0.757 1.755
C -5.252 -0.475 2.666
C -4.184 0.614 0.596
H -5.735 2.124 3.353
H -5.109 2.920 1.911
H -4.005 2.096 3.014
H -6.172 0.838 1.278
H -4.499 -0.452 3.456
H -5.099 -1.394 2.097
H -6.225 -0.541 3.157
H -4.329 1.450 -0.103
H -4.460 -0.272 0.011
O 3.614 -0.489 -2.075
C 2.911 -1.328 -1.537
N 3.231 -2.658 -1.417
C 2.262 -3.390 -0.634
C 1.263 -2.232 -0.385
O 0.208 -2.328 0.276
N 1.671 -1.104 -0.964
C 1.599 -4.520 -1.429
C 2.226 -5.053 -2.549
C 1.653 -6.107 -3.247
C 0.441 -6.638 -2.837
C -0.193 -6.107 -1.722
C 0.381 -5.059 -1.020
C 2.842 -3.943 0.671
C 4.189 -4.283 0.751
C 4.716 -4.837 1.908
C 3.903 -5.059 3.007
C 2.559 -4.726 2.936
C 2.030 -4.177 1.778
H 4.150 -2.978 -1.658
H 3.162 -4.635 -2.895
H 2.156 -6.508 -4.118
H -0.009 -7.457 -3.383
H -1.144 -6.509 -1.397
H -0.126 -4.644 -0.161
H 4.849 -4.123 -0.092
H 5.767 -5.094 1.946
H 4.314 -5.490 3.912
H 1.913 -4.894 3.789
H 0.983 -3.914 1.736
```

Calculated values
**Kohn-Sham gap**: 7.2 eV
**Total charge**: 0


Model ii:
The following is a DFT calculation (ωB97M-V/def2-TZVPD) of a structure of composition C37H45N3O2P2Sr.

The geometry in XYZ format:
```
90
C37H45N3O2P2Sr | the OMol25 dataset | ωB97M-V/def2-TZVPD
Sr 0.902 -0.957 -0.223
C -4.229 -2.403 1.246
C -2.842 -2.970 1.188
C -1.972 -2.824 2.263
C -0.714 -3.402 2.237
C -0.301 -4.125 1.128
C -1.157 -4.266 0.046
C -2.417 -3.692 0.079
H -4.897 -3.112 1.739
H -4.609 -2.214 0.246
H -4.253 -1.473 1.810
H -2.284 -2.258 3.132
H -0.048 -3.286 3.081
H 0.679 -4.582 1.111
H -0.849 -4.837 -0.820
H -3.088 -3.822 -0.760
C -0.829 2.908 -1.884
P -0.360 1.295 -2.656
C 1.235 1.797 -3.433
C -1.437 1.300 -4.155
C -1.397 2.287 -5.134
C -2.214 2.209 -6.247
C -3.079 1.137 -6.399
C -3.119 0.147 -5.437
C -2.307 0.220 -4.312
P -2.322 -1.053 -2.988
C -2.656 -2.566 -4.010
C -4.045 -0.728 -2.392
H -0.623 3.750 -2.547
H -0.252 3.005 -0.962
H -1.886 2.887 -1.621
H 1.159 2.736 -3.981
H 1.547 1.003 -4.108
H 1.969 1.885 -2.635
H -0.715 3.120 -5.039
H -2.164 2.977 -7.007
H -3.710 1.066 -7.272
H -3.786 -0.691 -5.570
H -3.658 -2.583 -4.437
H -2.525 -3.428 -3.359
H -1.914 -2.623 -4.804
H -4.747 -0.660 -3.221
H -4.065 0.196 -1.817
H -4.336 -1.550 -1.743
N 2.880 2.190 0.556
C 2.922 1.462 -0.343
H 2.779 2.764 1.375
C 3.501 -3.368 -3.830
C 2.262 -2.873 -3.066
C 1.298 -2.215 -4.049
C 2.671 -1.938 -1.934
H 3.209 -4.007 -4.663
H 4.154 -3.940 -3.174
H 4.069 -2.525 -4.221
H 1.767 -3.753 -2.637
H 1.766 -1.358 -4.530
H 0.403 -1.878 -3.522
H 1.012 -2.929 -4.820
H 3.235 -1.099 -2.354
H 3.363 -2.477 -1.286
O 1.745 -1.593 1.840
C 1.352 -0.530 2.306
N 1.674 -0.075 3.550
C 1.224 1.284 3.727
C 0.444 1.453 2.387
O -0.136 2.471 2.047
N 0.561 0.344 1.668
C 0.356 1.466 4.956
C 0.640 0.745 6.109
C -0.108 0.938 7.255
C -1.150 1.849 7.257
C -1.441 2.565 6.109
C -0.689 2.379 4.963
C 2.366 2.281 3.833
C 3.556 1.928 4.458
C 4.604 2.827 4.533
C 4.479 4.094 3.989
C 3.288 4.466 3.390
C 2.237 3.567 3.314
H 2.378 -0.522 4.108
H 1.449 0.030 6.119
H 0.125 0.373 8.146
H -1.728 2.002 8.155
H -2.259 3.270 6.101
H -0.916 2.928 4.063
H 3.671 0.952 4.904
H 5.525 2.532 5.013
H 5.300 4.792 4.045
H 3.174 5.454 2.968
H 1.303 3.851 2.852
```

Calculated values
**Kohn-Sham gap**: 6.3 eV
**Total charge**: 0


Relative energies with respect to the most stable structure, expressed in eV: model i 0.000; model ii 2.682.


Model i:
The following is a DFT calculation (ωB97M-V/def2-TZVPD) of the molecule C11H14NO2P.

The geometry in XYZ format:
```
29
C11H14NO2P | the OMol25 dataset | ωB97M-V/def2-TZVPD
O -0.645 3.334 3.783
N -1.049 4.185 2.994
O -0.681 5.332 3.032
P -2.358 3.685 1.952
C -1.608 2.163 1.317
C -0.530 2.579 0.281
C 0.138 1.350 -0.237
C -0.213 0.923 -1.445
C 0.163 -0.444 -2.055
C 0.609 -1.435 -0.966
C 1.926 -1.687 -0.673
C 2.265 -2.650 0.285
C 1.269 -3.469 0.854
C -0.025 -3.188 0.491
C -0.343 -2.218 -0.348
H -1.981 4.368 0.843
H -2.450 1.563 1.122
H -1.301 1.618 2.172
H 0.209 3.229 0.859
H -0.885 3.127 -0.523
H 0.780 0.731 0.355
H -0.758 1.530 -2.232
H 0.814 -0.484 -2.877
H -0.806 -0.957 -2.383
H 2.807 -1.074 -0.959
H 3.347 -2.721 0.371
H 1.540 -4.141 1.677
H -0.953 -3.574 0.886
H -1.416 -2.242 -0.566
```

Calculated values
**Kohn-Sham gap**: 9.3 eV
**Structure (SMILES)**: O=[N+]([O-])PCC/C=C/Cc1ccccc1
**Total charge**: 0


Model ii:
The following is a DFT calculation (ωB97M-V/def2-TZVPD) of the molecule C11H14NO2P.

The geometry in XYZ format:
```
29
C11H14NO2P | the OMol25 dataset | ωB97M-V/def2-TZVPD
O 4.973 -0.122 -0.099
N 4.034 0.641 -0.006
O 3.958 1.674 -0.607
P 2.820 -0.062 1.024
C 2.525 -1.592 0.024
C 1.851 -1.187 -1.271
C 0.618 -0.452 -0.789
C 0.952 0.737 0.207
C -0.090 0.972 1.350
C -1.442 0.703 0.763
C -2.056 1.530 -0.164
C -3.300 1.230 -0.717
C -3.935 0.092 -0.328
C -3.389 -0.765 0.655
C -2.173 -0.397 1.219
H 1.760 -2.262 0.600
H 3.413 -2.199 -0.174
H 1.654 -2.057 -1.848
H 2.537 -0.474 -1.883
H -0.130 -0.160 -1.474
H 0.110 -1.138 -0.116
H 1.215 1.652 -0.302
H -0.107 1.997 1.692
H 0.130 0.242 2.259
H -1.597 2.422 -0.590
H -3.756 1.943 -1.389
H -5.017 -0.110 -0.661
H -3.997 -1.753 0.863
H -1.561 -1.106 1.762
```

Calculated values
**Kohn-Sham gap**: 9.4 eV
**Structure (SMILES)**: O=[N+]([O-])P1CCC[C@H]1Cc1ccccc1
**Total charge**: 0


Relative energies with respect to the most stable structure, expressed in eV: model i 0.915; model ii 0.000.


Model i:
The following is a DFT calculation (ωB97M-V/def2-TZVPD) of a cluster of 2 separate species, H3N3O2 in total.

The geometry in XYZ format:
```
8
H3N3O2 | the OMol25 dataset | ωB97M-V/def2-TZVPD
N 2.289 -0.997 0.374
N 2.160 0.070 0.149
O 2.150 1.183 -0.081
N -1.424 -0.041 -0.070
O -0.124 0.016 -0.684
H -1.702 -1.027 -0.007
H -1.893 0.693 -0.560
H -1.457 0.103 0.879
```

Calculated values
**Kohn-Sham gap**: 9.3 eV
**Structure (SMILES)**: N#[N+][O-].[NH3+][O-]
**Total charge**: 0


Model ii:
The following is a DFT calculation (ωB97M-V/def2-TZVPD) of a cluster of 2 separate species, H3N3O2 in total.

The geometry in XYZ format:
```
8
H3N3O2 | the OMol25 dataset | ωB97M-V/def2-TZVPD
N 2.062 0.185 -0.162
N -0.550 -0.419 -0.104
N -1.618 0.286 0.127
O -1.694 1.322 0.691
O -2.571 -0.359 -0.359
H 2.601 -0.657 0.113
H 2.324 0.874 0.498
H -0.554 -1.230 -0.805
```

Calculated values
**Kohn-Sham gap (alpha / beta)**: 8.3 / 10.1 eV
**Total charge**: 0


Model iii:
The following is a DFT calculation (ωB97M-V/def2-TZVPD) of a cluster of 2 separate species, H3N3O2 in total.

The geometry in XYZ format:
```
8
H3N3O2 | the OMol25 dataset | ωB97M-V/def2-TZVPD
N 0.224 -1.833 -0.275
N 0.092 0.508 -0.504
N -0.123 1.195 0.568
O -0.800 0.680 1.432
O 0.224 2.395 0.564
H -0.248 -1.775 0.589
H -0.151 -1.983 -1.179
H 0.782 0.812 -1.197
```

Calculated values
**Kohn-Sham gap (alpha / beta)**: 9.7 / 8.1 eV
**Total charge**: 0


Relative energies with respect to the most stable structure, expressed in eV: model i 0.000; model ii 2.922; model iii 2.613.